1.
{
  "formula": "C8H26GaN2O2",
  "method": "ωB97M-V/def2-TZVPD",
  "symbols": ["Ga", "O", "O", "N", "N", "C", "C", "C", "C", "C", "C", "C", "C", "H", "H", "H", "H", "H", "H", "H", "H", "H", "H", "H", "H", "H", "H", "H", "H", "H", "H", "H", "H", "H", "H", "H", "H", "H", "H"],
  "xyz": [[-0.639166, -0.327983, 0.039815], [1.590018, 3.892134, -3.991113], [-0.663008, -0.111303, 4.256009], [-1.240150, -2.089762, -0.591300], [1.994636, -1.287749, -1.010625], [-2.863531, -0.260305, 5.220468], [1.271274, 2.517265, -4.231693], [1.723244, 2.113591, -5.627365], [1.191515, -0.049204, -0.909696], [-0.212660, 2.266611, -4.026501], [2.442339, -1.780285, 0.274473], [-1.793188, -0.961243, 4.394228], [-1.374691, -2.285183, 5.016763], [1.781918, 0.729315, -0.423199], [-0.332110, -0.454947, 1.621836], [2.958151, -2.734135, 0.143336], [3.130918, -1.046272, 0.699573], [2.791372, 2.296398, -5.752811], [-0.801106, 2.867943, -4.728696], [-0.460570, 1.215470, -4.175027], [1.836595, 1.952060, -3.490612], [0.995481, 0.270109, -1.937394], [1.475040, -1.995310, -1.511383], [-2.161699, -1.136600, 3.383539], [1.193985, 2.701229, -6.384638], [-2.222817, -2.966737, 5.114391], [1.526078, 1.057149, -5.813881], [1.637007, -1.929167, 1.007492], [-3.147323, 0.680555, 4.748822], [-0.947919, -2.121973, 6.012147], [1.090783, 4.417839, -4.626341], [-0.611528, -2.762229, 4.402087], [-1.692896, 0.836978, -0.302833], [-0.512406, 2.546854, -3.017296], [-1.926947, -2.459281, 0.060666], [-0.468251, -2.751581, -0.532371], [-3.756260, -0.880872, 5.327240], [-2.484028, -0.029324, 6.221354], [-0.318099, 0.059944, 5.140536]],
  "forces_ev_per_angstrom": [[0.629, -0.059, 0.081], [0.085, 0.007, 0.006], [0.029, 0.067, 0.065], [-0.035, -0.003, -0.112], [0.601, 0.195, -0.209], [-0.111, 0.007, -0.075], [-0.167, -0.010, -0.191], [0.119, 0.023, -0.005], [-0.960, -0.433, -0.073], [-0.012, 0.096, 0.130], [-0.278, -0.089, -0.075], [0.101, 0.063, 0.359], [0.013, -0.092, -0.073], [0.185, 0.029, -0.020], [-0.197, 0.070, 0.047], [0.154, 0.027, 0.025], [0.113, -0.078, 0.075], [0.000, -0.019, 0.028], [0.032, -0.047, -0.074], [-0.008, -0.004, 0.015], [0.018, 0.063, 0.059], [0.107, 0.191, -0.056], [-0.173, -0.001, 0.172], [0.131, 0.101, -0.086], [-0.061, -0.029, 0.010], [0.005, 0.002, 0.011], [-0.013, -0.002, 0.004], [-0.051, 0.062, 0.014], [0.003, -0.019, -0.035], [-0.063, 0.020, 0.026], [-0.012, -0.027, 0.051], [-0.023, 0.017, -0.038], [-0.104, -0.013, -0.064], [0.024, -0.073, 0.030], [-0.036, -0.009, -0.060], [-0.023, 0.058, 0.033], [0.001, 0.005, 0.014], [0.005, -0.071, 0.017], [-0.030, -0.025, -0.028]],
  "multiplicity": 1,
  "energy_ev": -68168.51511,
  "charge": -1,
  "largest_force_ev_per_a": 1.1
}



2.
{
  "formula": "CH3Cl2N3O",
  "method": "ωB97M-V/def2-TZVPD",
  "symbols": ["Cl", "Cl", "O", "N", "N", "N", "C", "H", "H", "H"],
  "xyz": [[-0.768350, -1.515505, -0.689180], [-2.169376, 1.687667, -0.668893], [2.567074, 0.475321, 0.207807], [-0.213255, -1.805676, 1.708072], [0.946691, 0.876567, -1.401907], [-1.079736, -1.234198, 1.072068], [1.799570, 0.870437, -0.541566], [-0.284909, -1.751631, 2.805775], [-1.253075, 0.807764, -0.708148], [0.455369, 1.589250, -1.784029]],
  "forces_ev_per_angstrom": [[-0.238, -0.255, 0.105], [-0.432, 0.538, 0.024], [1.696, 0.195, 1.754], [-0.329, 0.086, 1.023], [1.673, -1.462, 1.066], [1.112, -0.817, 1.456], [-1.550, -1.050, -1.680], [-0.636, 0.529, -2.462], [0.216, -0.399, -0.004], [-1.511, 2.634, -1.283]],
  "multiplicity": 1,
  "smiles": "[H]/N=N/Cl.N=C=O.Cl",
  "energy_ev": -32645.90085,
  "charge": 0,
  "largest_force_ev_per_a": 3.3
}



3.
{
  "formula": "C20H21N7O",
  "method": "ωB97M-V/def2-TZVPD",
  "symbols": ["O", "N", "N", "N", "N", "N", "N", "N", "C", "C", "C", "C", "C", "C", "C", "C", "C", "C", "C", "C", "C", "C", "C", "C", "C", "C", "C", "C", "H", "H", "H", "H", "H", "H", "H", "H", "H", "H", "H", "H", "H", "H", "H", "H", "H", "H", "H", "H", "H"],
  "xyz": [[-5.785601, 4.594579, 0.180299], [2.783257, -5.041980, 2.921829], [2.556584, -2.658557, 0.882327], [1.267272, -1.043216, -0.127875], [3.412027, -1.443633, -0.876221], [-1.373729, 2.643473, -1.186901], [4.326573, -4.254016, 4.334567], [-1.957254, 1.663572, -0.378057], [-4.332633, 0.721139, -0.361286], [-5.752549, 0.961496, -0.405590], [2.653806, -3.641111, 2.902719], [3.561688, -3.209716, 3.886720], [-0.021836, 0.853384, -0.917640], [-0.254191, 2.122810, -1.597300], [-1.111720, 0.619541, -0.161199], [2.306789, 0.325920, -1.791056], [3.851705, -5.325692, 3.813369], [2.379000, -1.716769, -0.108009], [-3.928450, 3.074687, 0.049099], [1.740035, -2.797209, 2.059616], [1.976311, -5.987710, 2.151635], [-6.211877, 2.270089, -0.177348], [3.337809, -0.480311, -1.768948], [1.206209, -0.029254, -0.942706], [-4.917408, 5.719627, -0.296339], [-5.342759, 3.354103, 0.017229], [-3.412922, 1.816739, -0.139248], [2.945501, -6.930693, 1.434606], [-6.642685, 0.251264, -0.706344], [3.656996, -6.341547, 0.790105], [-3.889820, -0.229033, -0.554543], [-1.434478, -0.211874, 0.411178], [0.422444, 2.630713, -2.219132], [4.095918, -0.411219, -2.578129], [0.748125, -3.297813, 2.006707], [-7.233832, 2.515554, -0.249358], [2.311786, 1.222595, -2.440822], [-4.319430, 5.432526, -1.114074], [-4.246098, 6.062162, 0.544178], [3.466178, -7.626344, 2.124472], [-3.261171, 3.972282, 0.048647], [1.316245, -6.576964, 2.833728], [4.308431, -6.318300, 3.894835], [-5.540872, 6.491495, -0.609684], [2.392441, -7.515257, 0.681848], [3.731806, -2.143848, 4.164267], [1.358724, -5.499761, 1.398984], [3.480445, -2.964226, 1.046607], [1.482205, -1.842304, 2.484211]],
  "forces_ev_per_angstrom": [[0.064, 2.187, -0.749], [0.393, 1.213, 0.315], [-1.413, 0.319, -1.590], [-2.366, 0.027, 0.537], [1.560, -1.964, -0.170], [-1.318, -1.032, 0.050], [0.086, 1.019, 0.979], [-1.136, 1.439, -0.037], [-0.543, 1.409, 0.159], [0.089, 0.108, -0.102], [0.644, -0.438, 3.500], [-0.512, 0.618, -1.655], [2.292, -0.405, -1.028], [0.098, -1.970, 2.288], [-1.686, 0.871, -0.619], [-3.727, 2.748, -0.123], [-1.375, -0.631, -1.911], [1.892, -0.035, 0.979], [-0.531, 2.074, -0.297], [-0.049, -1.379, 0.418], [0.821, -1.089, 0.467], [1.201, 0.402, -0.094], [2.307, -1.720, -0.873], [-0.190, 2.748, -1.266], [0.366, -1.718, 2.791], [2.644, -2.336, 0.035], [-0.626, -1.444, -0.767], [0.058, -0.123, -1.214], [2.565, 0.856, 0.772], [-0.387, -0.490, 1.009], [-0.058, -0.650, -0.216], [0.069, -0.523, 0.465], [0.529, 0.700, -0.686], [-0.022, -0.036, 1.034], [0.553, 0.050, -0.881], [-1.179, 0.022, -0.048], [-0.371, -0.780, 0.435], [0.690, -0.666, -0.994], [-0.794, -0.371, -0.817], [-0.193, 0.547, -0.525], [-0.413, -1.225, 0.266], [0.373, 0.559, -0.463], [-0.538, 0.453, 0.044], [-1.325, 1.189, -0.211], [0.059, -0.151, 0.471], [-0.019, -1.186, -0.161], [0.094, 0.399, 0.294], [0.990, -0.097, -0.363], [0.335, 0.502, 0.554]],
  "multiplicity": 1,
  "smiles": "CCn1cncc1CNc1nccc(-c2cnn(-c3cccc(OC)c3)c2)n1",
  "energy_ev": -33556.55026,
  "charge": 0,
  "largest_force_ev_per_a": 4.6
}



4.
{
  "formula": "CH4N2OS",
  "method": "ωB97M-V/def2-TZVPD",
  "symbols": ["S", "O", "N", "N", "C", "H", "H", "H", "H"],
  "xyz": [[1.389085, 0.643335, -0.180871], [-1.618323, 0.804433, -0.520163], [0.753004, -0.921344, 0.127578], [-1.673720, -0.399502, 0.175934], [-0.623879, -1.108013, 0.466600], [-0.747919, -1.924268, 1.096003], [-0.648564, 1.074815, -0.785552], [0.877667, 1.383339, 0.908539], [1.428332, -1.368705, 0.912062]],
  "forces_ev_per_angstrom": [[-0.537, 0.683, 0.790], [2.149, 0.018, -0.625], [1.830, -0.789, 2.704], [1.327, -0.821, 0.649], [-0.156, 3.193, -1.662], [-0.648, -1.515, 0.797], [-2.171, -1.010, 0.709], [0.565, -0.774, -0.893], [-2.359, 1.015, -2.468]],
  "multiplicity": 1,
  "smiles": "O/N=C\\NS",
  "energy_ev": -16961.68028,
  "charge": 0,
  "largest_force_ev_per_a": 3.6
}



5.
{
  "formula": "C4H8N2O",
  "method": "ωB97M-V/def2-TZVPD",
  "symbols": ["O", "N", "N", "C", "C", "C", "C", "H", "H", "H", "H", "H", "H", "H", "H"],
  "xyz": [[1.180082, 1.816441, -0.861724], [2.870340, -0.449539, 0.031344], [0.702655, 0.487343, -0.875802], [-0.734125, -0.323017, 0.042557], [-0.751871, 0.231645, 1.416670], [1.766695, -0.643945, -0.346453], [-1.702681, -0.853418, -0.679999], [-1.666640, -0.075712, 1.928380], [0.472629, 0.298152, -1.853223], [-1.571491, -1.184714, -1.700984], [1.881436, 1.805253, -0.186004], [-2.686712, -0.994979, -0.244556], [0.107345, -0.114046, 1.993623], [0.848009, -1.321743, -0.051979], [-0.715670, 1.322280, 1.388150]],
  "forces_ev_per_angstrom": [[-1.433, -0.723, 0.219], [0.611, 0.313, -0.250], [-0.835, -0.694, 0.172], [0.311, 2.834, -0.852], [0.171, -0.078, 0.037], [-1.400, -1.086, 1.478], [0.520, 0.079, -0.175], [0.063, -0.026, -0.058], [-0.071, 0.211, 0.010], [0.002, 0.230, -0.108], [0.207, -0.459, 0.031], [0.192, -0.314, 0.209], [-0.014, -0.014, -0.014], [1.676, -0.245, -0.648], [0.000, -0.029, -0.052]],
  "multiplicity": 1,
  "energy_ev": -9298.77275,
  "charge": 0,
  "largest_force_ev_per_a": 3.0
}



6.
{
  "formula": "C7H10",
  "method": "ωB97M-V/def2-TZVPD",
  "symbols": ["C", "C", "C", "C", "C", "C", "C", "H", "H", "H", "H", "H", "H", "H", "H", "H", "H"],
  "xyz": [[-0.917761, 0.389315, -1.142194], [1.332950, -0.832654, -0.448544], [-1.141988, 0.740563, 0.312474], [-0.213258, -0.929953, -0.728923], [-0.292751, 1.618532, -0.541998], [0.966224, -0.592771, 1.126827], [-0.463344, -0.561442, 0.805643], [-0.760482, 2.555944, -0.835726], [1.362296, -1.392129, 1.743957], [1.880896, -1.773204, -0.668279], [-0.778593, -0.682182, 1.912534], [1.840880, -0.038813, -0.997293], [0.607191, 0.100462, 2.191560], [-1.615897, 0.480037, -1.973927], [-2.056914, 1.092398, 0.783452], [-0.580418, -1.826063, -1.233975], [0.774469, 1.696755, -0.358659]],
  "forces_ev_per_angstrom": [[-0.052, -0.151, -0.031], [-0.051, 0.627, 0.378], [-0.040, 0.202, 0.279], [-0.095, -0.335, 0.373], [0.205, 0.120, 0.004], [-0.149, 1.225, 1.700], [-0.722, -0.132, 1.037], [0.090, -0.182, -0.004], [-0.513, -0.682, -0.387], [-0.304, 0.521, 0.681], [-1.821, -1.593, -1.747], [-0.119, 0.005, -0.012], [3.181, 0.396, -2.396], [0.180, -0.113, 0.264], [0.173, 0.014, -0.160], [0.147, 0.108, 0.074], [-0.113, -0.031, -0.052]],
  "multiplicity": 1,
  "smiles": "C1C[C@H]2[C@@H]1[C@H]1C[C@@H]21",
  "energy_ev": -7414.79273,
  "charge": 0,
  "largest_force_ev_per_a": 4.0
}



| no. | gap between HOMO and LUMO (Eh) | LUMO level (eV) | E_HOMO (Eh) |
| --- | --- | --- | --- |
| 1 | 0.230 | 3.10 | -0.11568 |
| 2 | 0.385 | -0.02 | -0.38566 |
| 3 | 0.327 | 0.56 | -0.30619 |
| 4 | 0.350 | 0.34 | -0.33797 |
| 5 | 0.287 | -0.09 | -0.29081 |
| 6 | 0.358 | 1.16 | -0.31584 |